The following is a DFT calculation (ωB97M-V with the def2-TZVPD basis set) of a structure of composition C40H80F6LiO30P.

The geometry in XYZ format:
```
158
C40H80F6LiO30P (ωB97M-V with the def2-TZVPD basis set)
Li -1.74 -20.51 -4.66
P -2.18 -18.23 -3.55
F -1.03 -18.49 -4.73
F -2.86 -17.01 -4.33
F -3.19 -19.23 -4.35
F -3.24 -18.05 -2.35
F -1.65 -19.56 -2.75
F -1.12 -17.31 -2.77
C 2.90 -15.76 -1.62
C 1.69 -14.91 -1.35
O 1.71 -14.63 0.08
C 0.85 -13.75 0.54
O -0.03 -13.25 -0.11
O 1.13 -13.57 1.84
C 0.29 -12.67 2.55
H 2.91 -16.66 -1.02
H 3.77 -15.10 -1.53
H 2.86 -16.07 -2.67
H 0.78 -15.50 -1.50
H 1.72 -13.95 -1.86
H -0.73 -12.50 2.19
H 0.75 -11.69 2.41
H 0.26 -12.95 3.60
C 1.69 -18.86 -2.85
C 3.13 -18.98 -3.30
O 3.28 -18.70 -4.69
C 4.41 -18.27 -5.21
O 4.50 -17.98 -6.36
O 5.40 -18.19 -4.31
C 6.59 -17.55 -4.70
H 0.99 -19.39 -3.50
H 1.35 -17.83 -2.81
H 1.58 -19.30 -1.86
H 3.53 -19.96 -3.03
H 3.72 -18.24 -2.76
H 7.48 -18.07 -4.35
H 6.64 -16.53 -4.31
H 6.73 -17.52 -5.78
C -0.33 -16.31 -6.76
C 0.77 -16.04 -5.69
O 1.01 -14.64 -5.63
C 2.25 -14.26 -5.92
O 3.10 -14.87 -6.49
O 2.40 -13.02 -5.44
C 3.45 -12.24 -6.02
H 0.17 -16.31 -7.73
H -1.01 -15.46 -6.77
H -0.86 -17.23 -6.54
H 1.56 -16.74 -5.94
H 0.39 -16.40 -4.73
H 3.43 -11.22 -5.65
H 3.27 -12.17 -7.09
H 4.38 -12.76 -5.82
C -5.13 -17.11 -12.05
C -6.23 -17.38 -11.03
O -5.62 -18.03 -9.91
C -5.92 -17.63 -8.67
O -6.52 -16.65 -8.33
O -5.42 -18.54 -7.85
C -5.48 -18.41 -6.45
H -4.49 -16.32 -11.66
H -5.53 -16.73 -12.99
H -4.53 -17.99 -12.25
H -7.09 -17.95 -11.38
H -6.57 -16.41 -10.66
H -6.35 -17.86 -6.11
H -4.62 -17.92 -5.99
H -5.59 -19.41 -6.04
C -2.68 -8.38 -5.91
C -2.56 -9.08 -4.57
O -2.39 -10.46 -4.86
C -2.20 -11.31 -3.85
O -2.21 -11.06 -2.68
O -1.86 -12.47 -4.40
C -1.85 -13.62 -3.56
H -2.74 -7.30 -5.74
H -3.65 -8.63 -6.35
H -1.91 -8.63 -6.64
H -3.49 -8.88 -4.04
H -1.69 -8.71 -4.02
H -2.88 -13.81 -3.25
H -1.23 -13.44 -2.68
H -1.42 -14.48 -4.06
C -9.96 -21.32 1.08
C -8.57 -21.49 0.49
O -7.81 -20.31 0.74
C -6.50 -20.51 0.87
O -5.92 -21.54 0.71
O -5.96 -19.37 1.29
C -4.55 -19.29 1.19
H -10.72 -21.95 0.62
H -10.24 -20.30 0.79
H -10.02 -21.44 2.16
H -8.81 -21.57 -0.58
H -8.02 -22.37 0.78
H -3.96 -20.11 1.59
H -4.26 -18.32 1.59
H -4.27 -19.19 0.13
C -2.43 -22.12 0.73
C -2.42 -21.76 -0.75
O -2.64 -22.99 -1.47
C -2.50 -23.01 -2.78
O -2.38 -22.05 -3.50
O -2.47 -24.27 -3.19
C -2.01 -24.52 -4.52
H -2.14 -21.29 1.37
H -1.68 -22.88 0.92
H -3.45 -22.38 1.00
H -1.45 -21.40 -1.08
H -3.14 -21.01 -1.07
H -1.00 -24.14 -4.62
H -2.69 -24.29 -5.33
H -1.89 -25.60 -4.50
C -1.36 -18.51 0.63
C -0.03 -19.07 1.04
O 0.88 -18.01 1.36
C 1.41 -18.01 2.58
O 1.08 -18.64 3.54
O 2.50 -17.23 2.52
C 2.93 -16.59 3.70
H -2.04 -18.17 1.40
H -1.95 -19.27 0.11
H -1.31 -17.78 -0.19
H 0.44 -19.72 0.30
H -0.17 -19.80 1.84
H 2.27 -15.78 4.01
H 3.93 -16.19 3.51
H 3.03 -17.30 4.52
C -6.26 -11.28 0.90
C -6.27 -11.99 -0.46
O -5.80 -13.33 -0.30
C -4.49 -13.53 -0.37
O -3.64 -12.68 -0.42
O -4.28 -14.84 -0.42
C -2.91 -15.27 -0.25
H -6.83 -11.92 1.57
H -6.87 -10.39 0.75
H -5.31 -11.01 1.36
H -5.62 -11.46 -1.16
H -7.27 -12.10 -0.89
H -2.49 -15.48 -1.23
H -2.98 -16.21 0.30
H -2.35 -14.52 0.30
C -2.06 -18.33 -9.77
C -2.00 -19.23 -8.56
O -3.10 -20.13 -8.56
C -3.33 -20.85 -7.47
O -2.72 -20.80 -6.44
O -4.38 -21.60 -7.76
C -4.91 -22.34 -6.67
H -3.05 -17.88 -9.84
H -1.84 -18.90 -10.67
H -1.33 -17.53 -9.69
H -1.91 -18.70 -7.60
H -1.04 -19.78 -8.53
H -5.92 -22.72 -6.79
H -4.94 -21.70 -5.79
H -4.30 -23.22 -6.45
```

Summary:
HOMO level = -9.93 eV
E = -4777.78442 Eh

***

The following is a DFT calculation (ωB97M-V with the def2-TZVPD basis set) of a cluster of 10 separate species, C40H80O18 in total.

The geometry in XYZ format:
```
138
C40H80O18 (ωB97M-V with the def2-TZVPD basis set)
C -3.15 2.09 0.03
C -2.13 1.00 0.30
O -0.91 1.56 -0.13
C 0.23 0.90 -0.24
O 1.25 1.37 -0.66
O 0.16 -0.34 0.25
C 1.37 -1.08 0.29
H -2.99 3.02 0.57
H -4.14 1.77 0.38
H -3.19 2.38 -1.02
H -2.41 0.10 -0.26
H -2.14 0.79 1.38
H 1.77 -1.28 -0.70
H 1.17 -1.99 0.85
H 2.15 -0.57 0.86
C 6.73 -2.75 -1.46
C 6.19 -2.28 -0.13
O 5.25 -1.23 -0.30
C 5.63 0.06 -0.26
O 6.76 0.45 -0.21
O 4.52 0.75 -0.22
C 4.55 2.17 -0.23
H 5.93 -2.97 -2.17
H 7.19 -3.74 -1.31
H 7.47 -2.12 -1.96
H 6.93 -2.02 0.62
H 5.68 -3.12 0.34
H 5.33 2.50 0.45
H 3.60 2.57 0.14
H 4.61 2.56 -1.24
C 7.21 -0.04 3.16
C 6.03 -0.90 3.57
O 4.86 -0.10 3.39
C 3.68 -0.68 3.56
O 3.46 -1.81 3.86
O 2.69 0.21 3.43
C 2.88 1.39 2.66
H 8.19 -0.48 3.32
H 7.20 0.89 3.73
H 7.17 0.20 2.09
H 6.09 -1.22 4.61
H 5.98 -1.80 2.95
H 2.34 1.25 1.73
H 3.90 1.70 2.44
H 2.44 2.26 3.16
C -0.27 4.77 0.98
C -1.05 4.30 2.22
O -0.48 3.04 2.58
C -0.97 2.46 3.68
O -1.92 2.84 4.30
O -0.18 1.44 3.98
C -0.39 0.77 5.21
H 0.75 4.40 1.02
H -0.19 5.86 0.99
H -0.81 4.44 0.10
H -2.13 4.26 2.04
H -0.92 4.99 3.05
H 0.57 0.37 5.53
H -1.13 -0.02 5.09
H -0.73 1.45 5.99
C -1.32 -3.37 2.62
C -1.52 -2.08 3.38
C -2.89 -1.71 2.79
O -2.76 -1.97 1.39
C -1.72 -2.94 1.22
H -2.05 -4.12 2.93
H -0.31 -3.78 2.70
H -0.78 -1.37 3.02
H -1.55 -2.20 4.46
H -3.13 -0.66 2.99
H -3.69 -2.32 3.22
H -0.87 -2.50 0.70
H -2.11 -3.78 0.65
C -6.37 3.81 0.87
C -6.84 2.70 1.80
C -6.72 3.37 3.18
O -6.97 4.75 2.93
C -6.78 5.10 1.56
H -6.80 3.77 -0.14
H -5.31 3.76 0.62
H -6.22 1.82 1.63
H -7.88 2.45 1.59
H -5.73 3.27 3.63
H -7.51 3.02 3.85
H -6.01 5.86 1.38
H -7.72 5.50 1.17
C -1.77 -0.23 -3.50
C -0.80 -0.40 -4.67
C -1.20 0.68 -5.64
O -1.71 1.73 -4.79
C -1.76 1.29 -3.44
H -1.52 -0.76 -2.58
H -2.76 -0.60 -3.77
H -0.85 -1.36 -5.19
H 0.21 -0.34 -4.25
H -2.01 0.39 -6.33
H -0.43 1.04 -6.33
H -2.68 1.66 -2.97
H -0.90 1.69 -2.89
C 3.49 -4.40 -1.01
C 2.43 -5.08 -1.87
C 1.12 -4.60 -1.22
O 1.40 -4.26 0.16
C 2.80 -4.46 0.36
H 3.61 -3.35 -1.26
H 4.43 -4.94 -1.01
H 2.43 -6.17 -1.92
H 2.52 -4.73 -2.90
H 0.28 -5.30 -1.28
H 0.81 -3.63 -1.62
H 3.02 -5.45 0.78
H 3.20 -3.74 1.08
C -6.95 0.04 -0.99
C -7.09 0.77 -2.33
C -5.63 1.13 -2.58
O -4.89 0.03 -2.12
C -5.61 -0.72 -1.12
H -7.84 -0.54 -0.78
H -6.84 0.81 -0.22
H -7.78 1.61 -2.32
H -7.40 0.06 -3.10
H -5.38 2.02 -1.97
H -5.37 1.41 -3.60
H -5.08 -0.69 -0.17
H -5.72 -1.73 -1.51
C 2.71 -1.79 -3.93
C 3.02 -0.53 -3.16
C 4.19 0.02 -4.00
O 3.80 -0.31 -5.35
C 2.97 -1.47 -5.40
H 1.74 -2.19 -3.62
H 3.43 -2.53 -3.55
H 3.32 -0.69 -2.12
H 2.24 0.23 -3.22
H 5.17 -0.35 -3.69
H 4.20 1.11 -3.97
H 3.38 -2.36 -5.86
H 2.01 -1.18 -5.83
```

Summary:
HOMO level = -9.21 eV
SMILES = CCOC(=O)OC.CCOC(=O)OC.CCOC(=O)OC.CCOC(=O)OC.C1CCOC1.C1CCOC1.C1CCOC1.C1CCOC1.C1CCOC1.C1CCOC1
E = -2926.34327 Eh
Energy above the lowest of the compared OMol25 structures with the same formula, charge and spin = 0.00 kJ/mol

***

The following is a DFT calculation (ωB97M-V with the def2-TZVPD basis set) of a cluster of 4 separate species, C40H85ClF3IN5O21P4S2 in total.

The geometry in XYZ format:
```
162
C40H85ClF3IN5O21P4S2 (ωB97M-V with the def2-TZVPD basis set)
C -0.36 -4.39 3.44
C 0.85 -3.54 2.95
C 0.34 -2.28 2.17
C 1.52 -1.25 1.99
N 1.34 0.04 2.64
C 0.86 1.16 1.83
C -0.53 0.76 1.26
C -0.67 -0.07 -0.06
N -1.94 -0.83 -0.03
C -2.02 -1.78 -1.17
C -1.74 -3.27 -0.76
C -3.07 0.10 -0.16
C -3.35 0.86 -1.49
O -3.80 0.24 0.75
N 0.60 2.19 2.95
P -0.25 1.55 4.40
O 0.67 1.00 5.41
C -0.02 3.48 2.51
C 0.52 3.94 1.11
C -0.48 3.84 -0.06
O -1.75 4.45 0.24
N -2.76 3.48 0.28
O -3.77 3.99 0.02
S 0.80 5.77 1.37
O -0.39 6.40 1.86
O 1.85 6.02 2.32
C 1.25 6.63 -0.22
F 0.12 7.06 -0.78
F 1.92 7.72 0.12
F 1.99 5.92 -1.06
N 1.85 3.38 0.89
C 1.94 1.87 0.93
C 1.99 1.47 -0.59
C 2.95 2.33 -1.46
C 2.93 1.73 -2.92
C 4.27 2.13 -3.61
S 4.87 0.84 -4.77
O 3.94 -0.24 -4.91
O 6.14 0.41 -4.26
Cl 5.28 1.76 -6.58
C 3.43 1.71 1.47
C 4.17 0.39 1.22
O 4.40 -0.29 2.15
I 4.97 -0.36 -0.64
H -0.09 -4.90 4.38
H -1.18 -3.68 3.69
H -0.76 -5.07 2.68
H 1.60 -4.11 2.38
H 1.35 -3.14 3.86
H 0.05 -2.59 1.15
H -0.49 -1.86 2.76
H 1.85 -1.18 0.93
H 2.37 -1.75 2.49
H 2.08 0.32 3.28
H -1.00 0.11 2.02
H -1.28 1.58 1.16
H 0.17 -0.73 -0.31
H -0.77 0.64 -0.92
H -3.04 -1.79 -1.61
H -1.31 -1.46 -1.96
H -1.81 -3.38 0.34
H -0.71 -3.57 -1.02
H -2.46 -3.97 -1.20
H -3.23 0.21 -2.37
H -4.40 1.17 -1.48
H -2.65 1.71 -1.65
H 1.55 2.43 3.29
H -1.29 0.65 4.11
H -0.84 2.71 4.99
H -1.12 3.38 2.43
H 0.18 4.24 3.30
H -0.11 4.39 -0.95
H -0.71 2.82 -0.41
H 2.44 3.75 1.64
H 0.99 1.71 -1.01
H 2.12 0.39 -0.77
H 2.60 3.37 -1.56
H 3.99 2.29 -1.13
H 2.12 2.15 -3.53
H 2.82 0.63 -2.86
H 4.16 3.06 -4.21
H 5.10 2.32 -2.92
H 4.04 2.53 1.03
H 3.47 1.91 2.57
O -0.95 5.99 -5.97
P -1.33 7.42 -6.23
O -2.78 7.52 -5.44
C -2.93 7.00 -4.13
C -2.84 8.09 -3.08
O -1.86 7.28 -7.78
C -1.39 6.23 -8.62
C -2.39 5.09 -8.64
O -1.32 9.07 -6.50
C -0.88 9.95 -5.47
C 0.41 9.51 -4.81
H -2.19 6.22 -3.92
H -3.92 6.53 -4.09
H -1.82 8.48 -3.02
H -3.12 7.70 -2.10
H -3.50 8.93 -3.33
H -0.40 5.89 -8.30
H -1.27 6.64 -9.62
H -2.66 4.76 -7.64
H -1.98 4.23 -9.19
H -3.31 5.41 -9.13
H -1.67 10.09 -4.74
H -0.72 10.92 -5.94
H 0.30 8.53 -4.33
H 0.72 10.23 -4.06
H 1.21 9.41 -5.56
O 1.50 -4.74 -6.02
P 1.85 -5.13 -4.62
O 2.06 -6.76 -4.78
C 2.83 -7.30 -5.85
C 4.23 -7.66 -5.39
O 0.35 -5.10 -3.96
C -0.68 -4.29 -4.52
C -1.58 -5.12 -5.42
O 2.42 -5.18 -3.05
C 3.82 -5.18 -2.80
C 4.57 -4.14 -3.60
H 2.89 -6.61 -6.70
H 2.32 -8.20 -6.19
H 4.81 -6.77 -5.17
H 4.76 -8.22 -6.17
H 4.20 -8.27 -4.48
H -0.25 -3.44 -5.06
H -1.26 -3.88 -3.69
H -1.00 -5.68 -6.16
H -2.29 -4.48 -5.95
H -2.13 -5.85 -4.83
H 4.22 -6.18 -2.96
H 3.94 -4.96 -1.73
H 4.48 -4.32 -4.68
H 5.63 -4.16 -3.35
H 4.18 -3.14 -3.40
O -1.65 -5.76 10.48
P -2.21 -4.94 9.35
O -3.07 -6.16 8.62
C -3.90 -7.04 9.38
C -5.36 -6.64 9.28
O -0.90 -4.92 8.36
C 0.41 -4.99 8.91
C 0.94 -6.41 8.84
O -2.93 -3.88 8.27
C -4.24 -3.38 8.52
C -4.42 -2.89 9.95
H -3.59 -7.08 10.43
H -3.77 -8.04 8.96
H -5.54 -5.70 9.81
H -6.00 -7.40 9.72
H -5.65 -6.50 8.24
H 0.44 -4.61 9.93
H 1.05 -4.33 8.31
H 0.24 -7.12 9.28
H 1.89 -6.50 9.36
H 1.08 -6.71 7.80
H -4.98 -4.14 8.26
H -4.39 -2.54 7.84
H -4.27 -3.70 10.67
H -5.43 -2.49 10.09
H -3.70 -2.11 10.18
```

Summary:
HOMO level = -11.26 eV
E = -6647.76251 Eh
Charge = +1